The following is a quantum chemistry calculation of C21H32BrIrN4O2S2Si2Te as an isolated structure, from the Open Molecules 2025 dataset.

Element x y z (Å)
Ir (2.06, -0.33, 0.27)
N (5.10, 0.66, -1.62)
C (5.35, -0.22, -0.69)
N (4.39, -0.69, 0.13)
C (4.89, -1.53, 1.03)
C (6.28, -1.77, 0.92)
S (6.94, -0.91, -0.35)
C (4.00, -2.08, 2.00)
C (4.32, -2.95, 3.00)
S (2.94, -3.32, 3.94)
C (1.98, -2.27, 2.93)
N (2.66, -1.68, 1.96)
N (0.69, -2.10, 3.16)
H (4.10, 0.97, -1.69)
H (5.82, 1.02, -2.23)
H (6.89, -2.42, 1.54)
H (5.27, -3.39, 3.23)
H (0.21, -2.59, 3.90)
H (0.14, -1.55, 2.51)
Br (-3.06, 3.00, -4.01)
C (-1.58, 1.86, -3.77)
C (-1.55, 0.63, -4.41)
C (-0.47, -0.22, -4.20)
C (0.56, 0.14, -3.35)
C (0.52, 1.38, -2.72)
C (-0.54, 2.26, -2.94)
C (1.60, 1.83, -1.78)
O (1.68, 2.96, -1.37)
O (2.44, 0.86, -1.37)
H (-2.36, 0.35, -5.07)
H (-0.44, -1.17, -4.71)
H (1.40, -0.52, -3.18)
H (-0.54, 3.23, -2.46)
C (-0.34, 3.87, 1.58)
Si (-1.95, 2.95, 1.77)
C (-2.96, 2.99, 0.21)
C (-2.91, 3.50, 3.26)
C (-1.49, 1.10, 2.11)
Te (-0.43, 0.24, 0.49)
C (-1.99, -0.45, -0.74)
Si (-2.41, -2.30, -0.48)
C (-3.76, -2.69, -1.70)
C (-0.86, -3.28, -0.80)
C (-2.98, -2.50, 1.29)
H (-0.55, 4.93, 1.43)
H (0.24, 3.54, 0.71)
H (0.28, 3.78, 2.47)
H (-3.27, 4.01, -0.01)
H (-3.87, 2.39, 0.29)
H (-2.40, 2.65, -0.67)
H (-3.22, 4.54, 3.15)
H (-2.32, 3.43, 4.17)
H (-3.82, 2.90, 3.40)
H (-2.37, 0.47, 2.26)
H (-0.83, 1.02, 2.97)
H (-1.64, -0.27, -1.76)
H (-2.83, 0.21, -0.54)
H (-3.42, -2.52, -2.73)
H (-4.65, -2.08, -1.53)
H (-4.06, -3.73, -1.62)
H (-0.48, -3.11, -1.81)
H (-1.07, -4.35, -0.71)
H (-0.06, -3.04, -0.10)
H (-3.86, -1.88, 1.50)
H (-2.20, -2.23, 2.01)
H (-3.25, -3.53, 1.49)

Calculated values
* total charge: +2
* spin multiplicity: 5
* HOMO energy (alpha / beta): -12.8 / -13.5 eV
* total energy: -149937.9009 eV
* ⟨S²⟩: 6.0388
* HOMO-LUMO gap (alpha / beta): 0.234 / 0.160 hartree